No. 1
{"formula": "C20H24N2O5S2", "method": "ωB97M-V/def2-TZVPD", "elements": ["S", "S", "O", "O", "O", "O", "O", "N", "N", "C", "C", "C", "C", "C", "C", "C", "C", "C", "C", "C", "C", "C", "C", "C", "C", "C", "C", "C", "C", "H", "H", "H", "H", "H", "H", "H", "H", "H", "H", "H", "H", "H", "H", "H", "H", "H", "H", "H", "H", "H", "H", "H", "H"], "xyz": [[0.8989, 1.0730, 4.6355], [-0.6983, 1.4679, -0.9313], [-0.5467, 1.4662, 0.4390], [-1.2579, 0.4579, -6.1290], [0.5975, -0.4847, -6.8228], [2.4679, 0.0127, -0.4766], [-1.7583, 1.9504, -1.5847], [-0.2454, -0.1478, -1.5121], [1.3057, -0.2304, 1.5904], [2.5964, 0.6164, 2.3483], [-0.6328, 0.0319, -5.1058], [-0.9070, 0.0619, -3.8444], [-1.1777, -2.4669, 2.5343], [-0.0533, -0.1529, -2.7204], [-2.0596, 1.3945, 3.5630], [-2.5528, -0.5244, 2.2632], [1.5983, -0.8291, -4.6069], [0.6024, -0.6444, -5.6093], [-0.2106, -0.0332, 5.0797], [-0.7600, -0.8789, 3.8281], [-0.2607, 0.0780, -7.3066], [1.4752, -0.1308, 0.2226], [0.4882, 2.4635, -1.5586], [-0.5862, -2.0963, 3.5148], [-1.7909, 0.0527, 3.3254], [0.4331, -0.9613, -0.4141], [-2.2121, -1.8434, 1.8280], [2.2560, 0.2227, 3.6941], [1.2302, -0.8853, -3.2464], [2.4648, 1.5620, 2.1647], [2.4242, -1.3102, -4.8489], [-1.0229, -3.6959, 2.3909], [0.1242, -2.6818, 4.2361], [3.3712, 0.3716, 4.4350], [-1.1858, 2.0888, 3.5580], [0.5528, 2.7578, -2.6436], [-2.5961, 1.6560, 4.6842], [0.5987, 3.2180, -1.1342], [3.4282, 0.1695, 1.7983], [-1.9812, 0.9162, -3.4768], [-0.1787, 0.8798, -7.9030], [0.2830, -0.8419, 5.6238], [0.4232, -0.4902, 1.8656], [-0.6389, -1.2236, 0.1642], [1.5808, 2.0146, -1.3546], [0.6673, -2.0133, -0.8316], [2.0088, -0.9290, -2.5004], [-3.2129, -0.0072, 1.3905], [2.0645, -0.8606, 3.8279], [-2.7664, 1.9754, 2.7969], [-0.9523, -0.7805, -8.0053], [-2.8759, -2.2170, 0.9728], [-0.8201, 0.4020, 5.7918]], "forces_ev_per_angstrom": [[4.60, 4.69, -1.92], [5.95, -3.26, -0.90], [-0.35, -0.37, 4.31], [-1.07, 1.45, -3.73], [15.01, -6.71, -0.78], [0.53, 2.02, 1.03], [-8.52, 2.00, -3.39], [-2.53, 2.68, 10.34], [6.95, 3.80, -3.14], [-3.67, -7.05, -1.36], [5.04, -3.41, -2.52], [-5.49, 5.09, 7.17], [-7.03, -11.31, -11.50], [6.02, -5.44, -13.34], [-2.40, 7.10, 2.81], [0.40, -0.75, -2.98], [-5.31, -0.18, -0.26], [-0.81, 1.11, 12.48], [0.55, -7.58, -1.39], [-4.17, 12.90, 5.31], [-17.63, 2.06, -6.94], [0.07, -4.78, 1.85], [5.42, -10.79, -8.16], [8.47, -0.88, 10.33], [0.02, -6.01, -4.11], [-6.37, -1.74, -1.72], [-1.16, 1.68, 0.16], [3.62, -1.01, 5.91], [-2.42, 3.76, 0.95], [-0.67, 5.32, -1.21], [4.25, -1.69, -1.18], [-0.53, 3.15, -0.54], [-1.24, 0.61, -1.78], [-3.30, -0.27, -1.98], [-0.39, -0.83, 0.18], [-0.89, -1.00, 0.89], [1.42, -0.90, -2.86], [0.64, 12.19, 7.40], [0.06, 0.08, 0.71], [3.14, -3.09, -1.55], [0.85, 3.39, -1.87], [0.24, -0.03, 0.73], [-2.25, 0.10, 1.42], [3.44, 0.78, -0.50], [-2.29, 0.43, -0.52], [0.43, 2.10, 0.50], [0.14, -0.56, -0.02], [1.16, -0.55, 3.03], [0.24, 0.57, -0.38], [1.24, -1.94, 1.49], [1.00, 2.26, 1.28], [1.65, -0.08, 1.38], [-2.04, 0.86, 0.85]], "nbo_charge": [0.28, 2.41, -0.94, -0.49, -0.43, -0.63, -0.93, -0.65, -0.64, -0.18, 0.24, -0.27, -0.22, 0.18, -0.67, -0.19, -0.25, 0.20, -0.64, -0.01, 0.35, 0.64, -0.94, -0.23, -0.05, -0.32, -0.23, -0.54, -0.31, 0.20, 0.20, 0.20, 0.22, 0.21, 0.26, 0.26, 0.21, 0.21, 0.25, 0.20, 0.15, 0.21, 0.42, 0.24, 0.26, 0.27, 0.23, 0.23, 0.23, 0.25, 0.06, 0.24, 0.26], "multiplicity": 1, "charge": 0, "e_homo_ha": -0.24418, "gap_ev": 7.18, "e_above_lowest_kcal_mol": 472.1, "largest_force_ha_per_bohr": 0.37060}

---

No. 2
{"formula": "C22H20Co2NO6", "method": "ωB97M-V/def2-TZVPD", "elements": ["Co", "Co", "O", "O", "O", "O", "O", "O", "N", "C", "C", "C", "C", "C", "C", "C", "C", "C", "C", "C", "C", "C", "C", "C", "C", "C", "C", "C", "C", "C", "C", "H", "H", "H", "H", "H", "H", "H", "H", "H", "H", "H", "H", "H", "H", "H", "H", "H", "H", "H", "H"], "xyz": [[0.9027, -2.9167, 1.4342], [-1.6249, -2.8881, -0.0606], [2.8191, -3.4218, -0.7007], [-0.1145, -4.0118, -2.4214], [-2.8001, -5.2321, 1.2340], [2.1210, -1.1829, 3.4604], [0.2186, -5.3776, 2.8395], [-3.8854, -1.2271, -1.0728], [0.6402, 1.9883, -1.8641], [0.6188, 3.4028, -1.2858], [-0.9660, -2.2612, 1.5756], [1.0383, 3.8006, -3.7438], [1.6957, -1.8904, 2.6491], [2.0778, -3.2323, 0.1568], [-2.3769, -4.3357, 0.6338], [-1.2277, -1.7361, 2.9349], [-1.1860, -2.2180, 5.3326], [-0.5105, -1.4221, 0.5218], [0.8348, 4.4680, -2.3536], [2.2542, 2.8376, -3.6370], [-0.9809, 0.0826, 4.5752], [-0.7517, -3.5992, -1.5517], [-3.0240, -1.9371, -0.7482], [-1.3137, -2.6519, 4.0019], [-1.0923, -0.3479, 3.2322], [-0.4277, 1.9127, -2.9525], [-0.2205, 2.9452, -4.0537], [0.5206, -4.4013, 2.2836], [2.0121, 1.8093, -2.5385], [-1.0674, -0.8460, 5.6323], [-0.0203, -0.1946, 0.2094], [2.4066, 2.3179, -4.5902], [-1.4446, -3.7215, 3.7701], [1.4118, 3.4312, -0.5259], [2.0469, 0.7809, -2.9244], [0.5013, 0.3423, 0.9948], [1.1988, 4.5567, -4.5259], [3.1618, 3.4097, -3.4092], [-1.0341, 0.4118, 2.4310], [-0.0372, 5.1313, -2.3798], [-1.3878, 2.0548, -2.4401], [2.7553, 1.9038, -1.7369], [-1.1091, 3.5850, -4.1139], [-0.4042, 0.8852, -3.3434], [-0.8545, 1.1584, 4.8037], [-0.4101, 0.3076, -0.6686], [-1.2106, -2.9659, 6.1428], [-0.1014, 2.4245, -5.0113], [-1.0147, -0.5096, 6.6875], [-0.3539, 3.5147, -0.7880], [1.7164, 5.0660, -2.0953]], "forces_ev_per_angstrom": [[0.07, -0.34, -0.09], [-0.64, -0.16, -1.65], [-0.27, 0.17, 0.22], [-1.11, 0.47, 0.93], [0.50, 1.20, -0.98], [-0.16, -1.09, -0.61], [0.62, 1.33, -0.33], [1.44, -1.23, 0.40], [0.68, 1.47, -1.51], [-0.07, -1.96, -0.17], [1.68, 1.33, 0.64], [-0.14, -0.59, 0.57], [0.28, 2.00, 0.68], [0.91, -0.59, -0.49], [-0.48, -1.18, 1.25], [0.00, 0.57, 0.41], [-0.48, 0.06, -0.30], [-1.10, 0.01, -0.14], [0.10, 0.30, -0.69], [-0.16, 0.58, -0.46], [-0.51, -0.39, -0.09], [1.20, 0.08, 0.01], [-1.06, 1.17, -0.01], [-0.19, 0.36, 0.60], [-0.07, -0.17, 0.73], [0.93, -0.45, 1.61], [0.28, 0.49, -0.30], [-0.84, -2.02, -0.33], [-1.59, -0.27, 1.22], [0.34, 0.01, -0.20], [-1.34, -1.52, 0.60], [0.03, 0.24, 0.01], [0.18, 0.69, 0.21], [-0.28, -0.02, -0.10], [-0.02, 0.25, 0.18], [0.22, 0.30, -0.24], [-0.03, -0.21, 0.24], [-0.10, 0.00, -0.19], [-0.05, -0.76, 0.53], [0.18, 0.08, -0.14], [0.16, -0.09, -0.12], [-0.17, -0.14, -0.14], [0.18, 0.03, -0.18], [-0.02, 0.25, 0.15], [-0.10, -0.74, -0.21], [0.86, -0.06, -0.06], [-0.03, 0.48, -0.43], [-0.01, 0.27, 0.00], [0.06, -0.24, -0.82], [0.26, -0.01, -0.03], [-0.13, 0.08, -0.16]], "nbo_charge": [-0.05, -0.07, -0.54, -0.54, -0.55, -0.56, -0.58, -0.55, -0.41, -0.24, -0.29, -0.19, 0.47, 0.51, 0.57, -0.09, -0.22, -0.22, -0.44, -0.44, -0.23, 0.52, 0.52, -0.21, -0.17, -0.25, -0.44, 0.50, -0.24, -0.25, -0.41, 0.20, 0.22, 0.20, 0.21, 0.18, 0.21, 0.20, 0.21, 0.20, 0.20, 0.20, 0.20, 0.21, 0.20, 0.22, 0.20, 0.20, 0.20, 0.20, 0.20], "multiplicity": 1, "charge": -1, "e_homo_ha": -0.11883, "gap_ev": 5.81, "e_above_lowest_kcal_mol": 12.5, "largest_force_ha_per_bohr": 0.04359}

---

No. 3
{"formula": "C33H42As4N2OPtS2", "method": "ωB97M-V/def2-TZVPD", "elements": ["Pt", "As", "As", "As", "As", "S", "S", "O", "N", "N", "C", "C", "C", "C", "C", "C", "C", "C", "C", "C", "C", "C", "C", "C", "C", "C", "C", "C", "C", "C", "C", "C", "C", "C", "C", "C", "C", "C", "C", "C", "C", "C", "C", "H", "H", "H", "H", "H", "H", "H", "H", "H", "H", "H", "H", "H", "H", "H", "H", "H", "H", "H", "H", "H", "H", "H", "H", "H", "H", "H", "H", "H", "H", "H", "H", "H", "H", "H", "H", "H", "H", "H", "H", "H", "H"], "xyz": [[0.2086, -1.7580, 1.1535], [2.4282, -0.3618, 1.5490], [1.4368, -2.2000, -1.1869], [-2.2527, 0.4739, 0.3275], [4.6922, 2.9648, -2.0487], [1.0396, -3.7520, 1.7980], [-1.6992, -2.2499, 2.3470], [-0.6368, 0.1146, 0.5695], [-3.6630, -5.1653, 3.4597], [-0.0273, -7.1191, 2.8285], [2.5614, -0.8609, -2.1178], [2.6265, 1.3011, 2.5637], [-3.0358, 2.0538, -1.9821], [-4.3313, 1.5395, 2.0036], [-2.8071, 1.3963, 4.3279], [4.0232, 1.1028, -2.2425], [2.7959, -3.5929, -1.0583], [1.7231, 1.3035, -1.1928], [-2.1023, 4.2097, -2.4944], [4.5781, 3.3986, -0.1334], [-2.2646, 0.9643, 3.1258], [-4.2992, -1.5548, 0.1827], [2.9546, 0.4180, -1.3588], [-3.4647, -2.4626, -2.3169], [-1.3780, 3.0352, -0.5271], [-4.5197, -3.0824, -1.6603], [-3.2508, -0.9320, -0.4821], [3.1121, 3.9898, -2.6193], [-3.0346, 1.0365, 1.9728], [-4.1025, 1.8917, 4.3682], [3.7244, -1.4491, 2.5194], [-1.5481, -3.9714, 2.5868], [-4.9368, -2.6306, -0.4153], [-0.2040, -5.9981, 2.6382], [-4.8659, 1.9647, 3.2092], [-1.3093, 4.1438, -1.3543], [-2.7045, -4.6531, 3.0814], [-2.9644, 3.1702, -2.8068], [-2.2393, 1.9884, -0.8460], [3.5963, 0.0790, 0.0002], [0.4750, -2.9086, -2.7330], [-2.8268, -1.3826, -1.7268], [-0.3775, -4.6019, 2.3775], [2.2999, 3.9581, -1.8958], [2.7540, 3.5984, -3.5718], [2.3639, -4.4954, -0.6346], [2.2073, 1.1429, 3.5568], [0.9062, 0.7560, -0.7192], [-4.5238, 2.2214, 5.3090], [-2.0472, 5.0774, -3.1391], [4.2773, -0.7705, -0.1167], [-1.9946, -0.8993, -2.2255], [2.0382, -0.5851, -3.0381], [3.7778, -2.4389, 2.0675], [1.3798, 1.6734, -2.1626], [-5.0113, -3.9324, -2.1153], [-5.8759, 2.3512, 3.2454], [4.7590, 4.4712, -0.0527], [4.9267, 0.4860, -2.2374], [3.6104, 3.1726, 0.3107], [3.2033, -3.7944, -2.0490], [-3.7093, 1.2424, -2.2280], [3.5984, -3.2501, -0.4041], [1.9336, 2.1725, -0.5666], [2.0723, 2.1018, 2.0748], [5.3632, 2.8862, 0.4215], [-5.7422, -3.1328, 0.1035], [-4.9225, 1.6049, 1.0966], [3.4204, 5.0236, -2.7718], [-4.5899, -1.2344, 1.1752], [-0.0736, -3.7958, -2.4191], [3.6762, 1.5840, 2.6485], [3.6751, 1.1013, -3.2821], [4.7109, -0.9845, 2.5123], [4.2092, 0.9152, 0.3341], [-2.2204, 1.3334, 5.2345], [-3.1318, -2.8280, -3.2797], [-0.7555, 2.9771, 0.3583], [-0.6382, 4.9575, -1.1118], [-0.2325, -2.1681, -3.1012], [-1.2607, 0.5592, 3.0816], [3.3819, -1.5695, 3.5463], [1.1719, -3.1681, -3.5303], [-3.5831, 3.2240, -3.6930], [3.4661, -1.3973, -2.4179]], "forces_ev_per_angstrom": [[-0.23, 0.04, -0.19], [0.29, 0.03, -0.01], [0.00, 0.03, -0.05], [0.05, -0.02, 0.03], [0.00, -0.01, -0.01], [0.02, -0.17, 0.07], [0.01, -0.05, 0.07], [0.00, 0.05, 0.01], [0.00, 0.01, 0.00], [0.00, 0.01, 0.00], [-0.02, -0.03, -0.01], [-0.08, -0.01, 0.01], [-0.01, 0.03, 0.01], [0.00, 0.02, 0.03], [-0.02, 0.00, 0.00], [-0.04, 0.04, 0.04], [-0.01, 0.01, 0.04], [-0.01, -0.01, 0.02], [0.01, 0.00, 0.01], [0.00, -0.01, -0.01], [-0.01, 0.00, 0.02], [-0.01, 0.00, 0.00], [0.07, 0.10, 0.04], [0.01, -0.01, 0.00], [0.04, -0.01, -0.01], [0.01, 0.01, 0.02], [-0.01, 0.02, -0.05], [0.00, -0.03, 0.00], [-0.05, -0.01, -0.01], [0.01, -0.01, -0.01], [0.02, 0.07, 0.02], [-0.05, 0.09, 0.08], [0.00, 0.00, -0.01], [-0.01, 0.03, -0.02], [0.00, -0.01, 0.00], [-0.01, 0.00, 0.00], [0.01, 0.02, -0.04], [-0.01, -0.01, 0.01], [-0.05, -0.03, -0.04], [0.01, -0.09, 0.02], [0.00, 0.00, 0.01], [-0.02, -0.01, -0.01], [0.10, -0.09, -0.01], [0.00, 0.00, 0.01], [0.01, 0.01, 0.00], [0.01, -0.02, 0.00], [0.01, 0.03, 0.01], [0.00, 0.01, -0.05], [0.00, 0.00, 0.00], [0.00, -0.01, 0.00], [-0.02, -0.01, -0.03], [0.01, 0.00, -0.01], [-0.03, 0.02, 0.02], [0.00, 0.00, -0.01], [-0.02, -0.03, 0.00], [0.00, 0.00, 0.00], [0.01, 0.00, 0.00], [0.00, 0.00, 0.00], [0.00, -0.01, 0.01], [0.00, 0.00, 0.00], [-0.01, 0.01, -0.01], [0.00, -0.02, 0.00], [-0.01, -0.03, 0.02], [0.04, 0.01, -0.01], [-0.02, -0.01, 0.00], [0.00, 0.00, 0.00], [0.00, 0.00, 0.00], [0.01, -0.01, 0.00], [-0.01, 0.01, 0.01], [0.00, 0.02, -0.01], [-0.01, 0.00, -0.01], [0.01, -0.01, 0.00], [0.00, 0.01, 0.00], [0.00, 0.01, 0.00], [0.03, 0.01, 0.02], [0.00, 0.00, 0.00], [0.00, 0.01, 0.00], [0.00, -0.02, 0.00], [0.00, 0.00, 0.00], [-0.01, 0.02, 0.00], [0.00, 0.01, -0.01], [-0.01, -0.01, 0.00], [0.01, -0.01, 0.00], [0.00, 0.00, 0.00], [0.00, 0.00, -0.02]], "lowdin_charge": [0.28, 1.05, 1.05, 1.20, 1.13, 0.53, 0.59, -0.71, 0.16, 0.16, -0.33, -0.29, -0.09, -0.10, -0.06, -0.39, -0.32, -0.09, -0.07, -0.36, -0.12, -0.11, -0.67, -0.07, -0.09, -0.06, -0.33, -0.36, -0.32, -0.07, -0.31, -0.72, -0.06, -0.27, -0.07, -0.07, -0.27, -0.07, -0.29, -0.32, -0.30, -0.11, -0.71, 0.00, 0.02, 0.00, 0.02, 0.02, 0.11, 0.11, 0.08, 0.10, 0.08, 0.00, 0.09, 0.11, 0.11, 0.02, 0.06, -0.01, 0.03, 0.10, 0.02, 0.06, 0.01, 0.01, 0.11, 0.11, 0.01, 0.10, 0.03, 0.03, 0.06, 0.03, 0.04, 0.11, 0.11, 0.11, 0.11, 0.00, 0.08, 0.03, 0.03, 0.11, 0.08], "multiplicity": 1, "charge": 0, "e_homo_ha": -0.23140, "gap_ev": 6.28, "e_above_lowest_kcal_mol": 20.0, "largest_force_ha_per_bohr": 0.00583}